The following is a quantum chemistry calculation of a cluster of 8 separate species, C54H81BFN8O7 in total, from the Open Molecules 2025 dataset.

XYZ file:
```
152
Properties=species:S:1:pos:R:3:forces:R:3:lowdin_charge:R:1
C -0.342387 0.835650 -0.396586 1.6630 -0.9904 2.5475 -0.260
H 5.647369 -2.361817 0.998401 -0.8828 0.4079 0.1921 0.094
O -0.446999 3.245578 -0.532125 -0.3492 -0.2346 -0.2132 -0.059
C 6.150164 2.246470 1.157341 0.8623 -1.1009 0.9994 -0.059
H -3.026086 2.961694 -3.524690 0.2870 -0.8035 0.2877 0.162
B 1.501639 3.747334 0.921261 0.1846 -0.9732 -0.8228 -0.543
C 7.857544 -4.883522 2.427364 -0.0695 0.0548 0.0401 -0.147
H 6.556513 2.880593 1.978023 -0.2217 0.0194 -0.8813 0.070
C -0.840916 10.247029 1.208937 -0.0260 0.0689 0.0399 -0.156
H 3.423964 -3.071528 -4.807860 -0.0048 0.0404 -0.0699 0.138
H 2.729173 -0.717098 -2.757365 0.5932 0.7090 -0.1707 0.076
O 2.776271 3.454354 0.350612 -1.0835 0.4541 -0.3275 0.090
H 0.109999 -0.182855 1.547127 -0.3624 -0.1031 -0.8286 0.097
H -2.337945 3.709457 -1.214467 0.4695 -0.8332 0.0340 0.123
C 0.757240 8.835019 0.533520 0.0697 0.0098 0.0291 -0.135
C -1.388223 3.256201 -1.588974 -0.9617 0.7889 0.1332 -0.088
C 4.593707 -2.981261 -6.567132 0.0691 -0.0640 0.0529 -0.155
H -2.425121 -2.556397 -2.273701 0.0743 0.6934 0.4529 0.112
C 3.575253 -0.122814 -0.851344 -0.0576 -1.3493 -1.1638 -0.311
C -5.251997 1.568621 4.574569 -0.0728 0.0518 -0.0864 -0.115
C -1.458269 -0.636087 -2.120802 -0.1680 -2.4599 -1.1578 -0.098
C -6.412841 -2.215998 -1.364839 -0.2865 -1.3732 0.7974 -0.252
H -0.288733 -1.349253 0.192707 0.1971 0.6613 0.1999 0.075
H 5.559349 -0.397101 8.995923 -0.0230 -0.0142 -0.0372 0.088
H 2.145059 -1.071300 -5.601349 0.0374 0.0677 -0.0623 0.111
C -12.159154 -1.850667 0.558363 -0.0470 -0.0082 -0.1086 -0.121
H 3.499381 0.961971 -2.833410 -0.2861 -0.7360 0.1234 0.087
H -7.322002 1.626402 5.440194 0.0013 0.0234 -0.0387 0.076
H 1.622152 1.717177 -1.072148 -0.8781 -0.5468 0.0912 0.115
N 0.051053 -5.060979 -2.397747 -0.0562 -0.0340 -0.0315 0.004
H 8.129038 -2.786764 2.369150 -0.0057 -0.0480 -0.0674 0.138
O -0.800405 1.266941 -4.606613 -1.7206 -0.2334 1.4754 -0.049
H -7.858017 3.111326 3.232203 0.0165 -0.0218 0.0532 0.091
O -1.883457 1.548172 2.386840 1.9576 -0.6280 -0.7994 -0.046
C -4.011211 -1.206091 -1.665363 -0.2672 -1.8267 0.7841 -0.192
H 5.227634 -3.830755 -6.371216 -0.0098 0.0433 -0.0265 0.099
H 6.761995 2.273301 0.230414 -0.3665 0.2509 0.5401 0.081
C -3.051081 2.007481 -2.944656 -0.8269 0.3140 0.5085 -0.261
H 4.376783 -1.226101 1.704720 0.7065 -0.0250 -0.3440 0.093
H -6.706476 -4.172038 -0.297434 -0.2951 0.5960 -0.2116 0.070
C 2.107156 -0.236781 -0.283888 0.5297 -0.1662 -0.5055 -0.166
C 3.586679 -0.070484 -2.435672 -0.3776 -0.3068 0.5751 -0.063
N -1.445800 0.684048 -1.422221 -0.7706 0.1482 0.6077 0.070
C -1.841051 2.168597 1.299866 -4.4676 1.6233 1.1998 -0.566
C -1.274972 8.975745 1.482462 -0.0138 0.1516 0.0067 -0.109
H 1.790401 -1.285281 -0.513409 0.1659 0.6816 0.2991 0.100
H -0.275850 7.004233 1.118702 -0.0242 0.0440 -0.1089 0.075
H 4.934302 -0.099353 3.342684 0.6833 0.4613 0.0633 0.059
C 2.955645 -1.514625 -6.158291 -0.0970 0.0410 0.1301 -0.135
C 0.641014 2.459990 1.406614 0.0485 0.7241 0.6911 0.031
H -0.377169 -3.485407 -3.771268 -0.0007 -0.0452 -0.0520 0.103
H 9.849341 -5.749968 -0.045817 -0.0233 0.0284 0.0276 0.088
H -4.395576 -0.956635 -2.672965 0.6709 0.3931 0.5566 0.116
C 4.307123 -1.475337 -0.467627 0.8529 0.6240 0.4801 -0.183
H 3.007259 -0.345090 8.082207 0.0536 0.0021 -0.0099 0.106
C 9.261839 -5.260046 0.714222 0.0729 0.0674 -0.0608 -0.117
C -0.686138 -6.776260 -3.589581 0.0238 -0.0571 0.0916 -0.116
C -4.884296 -2.438474 -1.169942 0.2439 1.4733 0.8121 -0.223
H -1.622147 -0.549799 -3.222490 0.1256 0.7840 0.9280 0.134
H 3.209984 -0.352269 -7.987790 -0.0077 -0.0266 0.0500 0.091
H -2.216918 8.716114 1.938863 0.0360 -0.0001 -0.0288 0.090
H 5.650873 1.513450 3.676775 0.2136 -0.8001 -0.0618 0.076
C -2.526131 -1.662641 -1.604836 -0.1801 0.2185 -0.5686 -0.170
H 7.161344 -4.922025 3.249297 0.0200 -0.0240 -0.0424 0.103
H 1.702601 8.549979 0.101508 -0.0551 -0.0417 0.0190 0.107
H -0.940113 -7.779902 -3.891331 0.0096 0.0396 0.0201 0.088
H 2.194294 -0.151613 0.818433 -0.3186 0.0798 -0.5749 0.106
N 8.358000 -3.688433 1.987091 0.0485 -0.0687 0.0136 0.005
H 0.452541 -4.524593 -1.648942 -0.0449 -0.0380 -0.0487 0.139
H -9.376167 -0.621905 -0.380523 -0.0377 -0.0430 0.0556 0.138
H 7.024762 -0.355951 0.068625 -1.3253 0.5841 -0.4612 0.109
H -5.080860 1.483281 -2.285769 0.7577 0.4060 0.0901 0.078
H -4.028945 1.826245 -0.888145 0.0277 0.6620 -0.5052 0.055
H -11.553291 -1.182296 -1.484075 -0.0181 -0.0076 0.0488 0.102
H 1.155105 5.327552 1.999846 -0.3613 0.0860 -0.4036 0.111
C -0.876515 -5.586235 -4.340083 -0.0245 0.0804 -0.0263 -0.109
H -1.304212 11.206538 1.372519 0.0024 -0.0480 0.0038 0.099
C 4.554452 -2.107542 -7.622645 0.0555 -0.0837 0.0153 -0.123
C -0.498010 -0.355506 0.635842 -1.3726 0.0707 -0.0479 -0.015
C -6.933055 2.659200 3.553384 -0.0903 0.0982 -0.0963 -0.171
C 5.844212 0.532297 3.185066 -1.6173 0.5611 -0.6939 -0.064
C -4.762696 2.129465 3.420097 -0.0071 0.0082 0.0829 -0.119
H -4.645062 3.170651 -1.993065 0.4539 -0.7084 0.5365 0.090
C 9.218079 -3.909931 0.946310 -0.0087 0.0918 -0.0205 -0.144
H 4.122710 0.758588 -0.455915 -0.4182 -0.5958 -0.0406 0.119
H 5.199897 -2.133679 -8.486445 -0.0205 -0.0080 0.0374 0.084
H 2.739283 3.562296 -0.616582 0.2380 0.2019 0.3976 0.111
H 0.187807 -7.012551 -1.548089 -0.0153 0.0040 -0.0504 0.103
F -3.409430 1.002127 -3.860034 0.4379 0.2252 0.5050 -0.034
C -4.242193 2.132843 -1.932369 -0.5616 -0.2083 -0.5299 -0.036
H 0.255957 2.758658 2.416026 -0.1567 -0.5766 -0.8282 0.125
C -0.415512 -4.545726 -3.577451 0.0509 0.1338 0.0109 -0.150
C 3.514273 -1.176006 -7.362383 -0.0594 0.0151 0.0189 -0.111
H 0.959230 10.931329 0.335553 -0.0538 -0.0692 0.0069 0.138
C -1.623243 1.868146 -2.315890 0.2860 2.0700 -1.9533 -0.184
H -1.023066 4.003053 -2.331562 0.0943 -1.0038 0.3971 0.151
C 5.191178 -0.810094 8.070374 -0.0849 0.0441 0.0627 -0.116
C 6.200690 -0.277094 0.806074 -1.2385 0.2304 1.2993 -0.101
H 3.003910 -1.507440 5.865538 0.0562 0.0216 0.0443 0.146
H 5.242084 -2.372171 5.152797 0.0151 0.0321 0.0338 0.101
O 1.064949 5.070075 1.066824 0.8653 -0.7661 0.6521 0.125
H -4.683806 0.981397 5.278744 0.0008 0.0263 -0.0422 0.081
N 3.620522 -2.610277 -5.678293 0.0102 0.0201 -0.1157 0.002
C 3.892249 -0.767226 7.635083 -0.0577 0.0385 -0.0136 -0.141
C -7.160786 -3.158171 -0.337565 -0.0658 0.4727 -0.0461 -0.134
H -4.713193 -2.482229 -0.061012 -0.1101 -0.1887 -0.7919 0.116
O 0.524248 2.461132 -3.398192 -0.4030 0.8710 1.8898 -0.032
H -0.486463 -1.181812 -2.043878 -0.4349 1.0230 0.2175 0.126
N 3.834053 -1.394452 6.420456 0.0645 -0.0331 0.0611 0.007
C -11.363714 -1.342689 -0.435267 0.0269 0.0544 -0.0929 -0.148
H -2.313650 -2.028224 -0.576634 -0.0653 0.3624 -0.5451 0.105
C -0.573203 1.884708 -3.524794 2.1981 -1.4285 -2.6512 -0.646
H -7.079030 -2.733705 0.691623 -0.0494 -0.2817 -0.7018 0.071
C -0.558582 2.184465 0.405981 0.8598 -0.1214 0.5203 -0.277
C -6.631240 1.905589 4.659064 -0.1018 -0.0209 0.0283 -0.142
H -4.498833 -3.398144 -1.576827 -0.5036 0.5593 -0.0382 0.115
H 1.270056 1.567062 1.584537 -0.2822 0.5764 -0.2824 0.094
H -1.553622 -0.403956 1.008894 0.8076 0.1597 -0.2414 0.098
H -9.297397 -1.146273 2.065654 -0.0512 0.0084 -0.0020 0.109
C -10.165009 -1.323522 1.450895 0.0988 0.0586 0.0225 -0.143
C -0.260080 8.079700 1.054083 0.0344 -0.0676 0.0225 -0.100
H -4.164304 -0.422116 -0.893513 -0.1851 -0.0941 -0.8528 0.104
H 9.721992 -3.089713 0.461705 -0.0236 -0.0478 -0.0032 0.105
C 5.080205 -1.844324 6.078694 -0.0227 -0.0199 -0.0898 -0.158
H 4.497083 -0.543623 -2.868102 -0.4578 0.4945 0.4245 0.068
C 5.104915 -1.382742 0.882254 1.5985 -1.0891 -0.3530 -0.198
H 5.098062 2.542167 0.921043 0.7945 -0.1091 0.1951 0.068
H -11.718134 -2.169870 2.731051 0.0265 0.0159 -0.0355 0.088
H -6.733933 -1.169105 -1.140881 0.5161 -0.6477 -0.3676 0.102
N -10.153495 -1.019700 0.116957 -0.0924 -0.0729 0.0577 0.005
H -1.304060 -5.503124 -5.326379 0.0221 0.0155 0.0421 0.092
N -5.788082 2.791398 2.810730 -0.2102 -0.1054 0.1719 0.016
H -5.709447 3.298145 1.945797 0.2017 -0.0794 0.0522 0.139
H 8.195565 -6.933013 1.753460 0.0030 0.0449 0.0022 0.087
C 5.945943 -1.493785 7.081564 0.0408 -0.0685 -0.0834 -0.117
H -13.174542 -2.194016 0.439102 0.0426 0.0134 -0.0061 0.086
H 7.003268 -1.705161 7.104144 -0.0433 0.0025 -0.0047 0.088
H -6.751033 -2.508094 -2.382676 0.3443 0.4452 0.4610 0.104
O -2.913252 2.859486 0.991037 2.7243 -0.9448 -1.3909 -0.082
N 0.399343 10.153846 0.635537 -0.0317 -0.0163 -0.0182 -0.011
H 6.692210 0.005790 3.666855 -0.3748 0.4704 -0.4162 0.075
H 1.045038 0.372187 -2.037402 -0.0214 0.4683 0.7731 0.105
H 3.591546 -2.325822 -0.384155 0.3278 0.6238 -0.0708 0.106
H 5.044010 -1.771029 -1.253707 -0.5443 0.3469 0.4668 0.103
H -2.289790 0.673378 -0.817923 0.2158 0.1270 -0.2401 0.156
C -11.398018 -1.838039 1.756300 0.0867 -0.0062 0.0654 -0.116
C 6.085585 0.784365 1.672231 0.5500 -0.2272 -0.5498 -0.325
C 8.397515 -5.878373 1.654514 -0.0652 -0.0323 0.0938 -0.118
H -3.786175 2.116645 2.971213 0.1556 -0.0574 -0.0067 0.065
C -0.114940 -6.419616 -2.395635 0.0487 -0.0257 0.0527 -0.146
C 1.107041 0.734671 -0.981780 0.5734 0.1287 -0.8373 -0.099
H -8.243149 -3.249890 -0.578942 0.6765 -0.0087 0.1855 0.058
```
Positions in Å, forces in eV/Å.

Computed properties:
Total charge: -1
E (a.u.): -3195.64048

=====

The following is a quantum chemistry calculation of a cluster of 2 separate species, C6H15N2O2S in total, from the Open Molecules 2025 dataset.

XYZ file:
```
26
Properties=species:S:1:pos:R:3:forces:R:3:lowdin_charge:R:1
H 1.890270 0.079490 1.921534 0.9845 1.0812 0.8817 0.099
H 1.263641 -0.172379 -1.559536 0.4196 2.2261 1.7993 0.124
C -0.697295 0.685537 0.128978 0.0072 1.4798 -0.5738 -0.265
H -1.680179 -1.296340 -3.758213 1.1082 1.8180 -2.2403 -0.007
N 0.733626 0.915682 0.318285 0.0268 -0.3934 1.0994 -0.301
C 1.105677 -0.169246 1.275196 -1.7064 -3.0280 0.7296 -0.092
H 0.754358 3.108783 0.464717 1.0366 -0.5858 -0.4062 0.113
N -1.260123 0.240234 1.305244 0.5491 1.0935 -1.1102 0.029
C 0.895519 2.219688 1.102874 2.9635 0.8827 0.1052 0.026
C -0.260244 -0.490268 2.063124 1.5120 -0.4645 -0.9789 -0.091
H 1.258838 1.657282 -1.597915 0.9676 -0.0734 0.4285 0.112
H -2.666597 -2.340438 -2.943053 -0.6364 -1.3068 0.3259 0.027
H 0.470470 -2.518769 -1.575440 -0.3692 -0.4226 -0.4767 0.070
H 1.450731 -1.191250 0.884934 -0.7364 1.9864 -0.6192 0.149
H 1.893098 2.189052 1.764498 -2.1052 0.3283 -1.9850 0.162
C -1.688844 -1.927764 -2.957949 -0.7870 -0.7335 2.6215 -0.049
H -0.246120 -0.229858 3.088894 0.0312 0.8980 0.9620 0.107
H -2.204422 -0.003694 1.041149 -0.2864 -0.9641 1.1125 0.123
H -1.158354 1.464702 -0.534433 0.1434 -0.8144 0.9748 0.157
C 1.550506 0.815329 -0.950872 -0.4852 -2.1753 -0.4943 0.032
S -1.354320 -1.136106 -1.378687 0.0096 -0.6240 -1.6104 0.863
H 0.105268 2.450511 1.758588 -1.2462 -1.0483 1.1531 0.082
H 2.579362 0.626206 -0.549470 -0.5960 1.0239 -1.1008 0.126
H -0.262481 -1.574973 2.101393 -0.9316 -0.2657 -0.5398 0.121
O 0.043509 -1.985907 -0.901112 -1.0375 0.4930 0.5309 -0.308
O -2.515894 -1.415504 -0.512727 1.1640 -0.4113 -0.5889 -0.409
```
Positions in Å, forces in eV/Å.

Computed properties:
Total charge: +1
E (a.u.): -895.29712
Spin multiplicity: 3